Entry 1:
The following is a quantum chemistry calculation of a cluster of 8 separate species, C18H55N3O11 in total in a non-equilibrium geometry, from the OMol25 dataset.

Last column: Mulliken charge in e.
Atoms and positions in Å:
C -2.81 2.79 -0.05  -0.077
O -4.09 2.53 -0.57  -0.410
C -4.09 1.88 -1.84  -0.573
C -3.59 2.75 -2.96  1.837
C -4.37 4.07 -3.01  -1.713
N -3.73 2.00 -4.22  -0.517
H -2.92 3.47 0.79  0.381
H -2.14 3.30 -0.77  0.024
H -2.30 1.88 0.29  -0.050
H -3.51 0.95 -1.78  0.127
H -5.14 1.65 -1.99  0.367
H -2.54 3.01 -2.88  -1.000
H -5.41 3.95 -3.31  0.414
H -3.90 4.73 -3.75  0.435
H -4.33 4.60 -2.06  0.307
H -4.69 2.00 -4.56  0.235
H -3.21 2.44 -4.97  0.273
C 0.23 2.48 -4.45  -0.919
O 0.49 1.92 -3.19  -0.326
C 0.76 2.87 -2.18  0.108
C 1.95 3.74 -2.42  0.414
C 3.21 2.86 -2.59  -1.318
N 2.09 4.67 -1.27  -0.710
H -0.62 3.17 -4.37  0.302
H -0.01 1.67 -5.14  0.348
H 1.07 3.05 -4.88  0.311
H -0.15 3.46 -1.99  0.025
H 0.94 2.29 -1.27  -0.356
H 1.83 4.38 -3.30  0.498
H 4.07 3.43 -2.94  0.407
H 3.05 2.03 -3.29  0.305
H 3.42 2.39 -1.63  0.238
H 2.80 5.35 -1.49  0.270
H 2.39 4.16 -0.45  0.241
C 2.78 -5.94 2.66  -0.728
O 3.71 -4.93 2.34  -0.404
C 3.12 -3.67 2.35  -0.374
C 4.16 -2.62 2.01  0.276
C 4.23 -1.44 2.96  -1.242
N 4.13 -2.23 0.56  -0.606
H 1.96 -5.96 1.94  0.293
H 2.37 -5.78 3.66  0.293
H 3.31 -6.89 2.67  0.280
H 2.33 -3.58 1.58  0.255
H 2.64 -3.41 3.30  0.211
H 5.11 -3.18 2.12  0.440
H 3.34 -0.80 2.87  0.075
H 5.06 -0.78 2.70  0.363
H 4.33 -1.83 3.97  0.450
H 5.06 -1.84 0.40  0.253
H 4.11 -3.06 -0.03  0.221
O -2.75 -3.54 2.65  -0.578
C -2.69 -3.03 1.32  0.360
C -3.71 -3.79 0.49  -0.691
O -3.55 -3.52 -0.92  -0.504
H -1.93 -3.29 3.12  0.409
H -2.95 -1.97 1.31  0.117
H -1.68 -3.14 0.91  0.073
H -4.70 -3.44 0.78  0.287
H -3.66 -4.87 0.62  0.320
H -2.77 -3.98 -1.23  0.284
O 1.18 0.55 5.06  -0.542
C 0.91 -0.82 5.07  -0.032
C -0.37 -1.18 4.34  -0.043
O -0.45 -2.61 4.10  -0.628
H 1.09 0.90 4.16  0.403
H 1.77 -1.43 4.74  -0.217
H 0.85 -1.16 6.12  0.382
H -0.51 -0.64 3.41  -0.039
H -1.23 -0.95 4.98  0.366
H -0.56 -3.03 4.96  0.274
O 1.64 -0.46 0.90  -0.248
C 1.08 -0.72 -0.39  -0.223
C -0.33 -0.18 -0.40  -0.331
O -0.86 -0.09 -1.69  -0.559
H 2.50 -0.92 0.96  -0.011
H 1.70 -0.27 -1.19  0.408
H 1.10 -1.80 -0.55  0.386
H -0.33 0.79 0.12  -0.132
H -0.95 -0.89 0.15  0.075
H -0.32 0.54 -2.21  0.636
O 0.76 1.81 2.62  -0.705
H 0.71 1.12 1.93  0.414
H 1.07 2.59 2.16  0.247
O -2.16 -0.47 -4.28  -0.729
H -2.74 0.32 -4.24  0.448
H -1.64 -0.40 -3.47  0.364

Calculated values
ΔE to the lowest compared entry with this formula, charge and spin in kJ/mol: 0.0
SMILES: COC[C@H](C)N.COC[C@H](C)N.COC[C@H](C)N.OCCO.OCCO.OCCO.O.O
Frontier orbital gap in eV: 9.94
Lowest unoccupied orbital energy in eV: 0.386

Entry 2:
The following is a quantum chemistry calculation of a structure of composition C45H72BCl3Ge2N4O2P3Ti, from the OMol25 dataset.

Last column: Mulliken charge in e.
Atoms and positions in Å:
Ti 0.14 -0.24 -0.17  -1.972
C 0.07 -3.80 -2.03  -1.274
C -1.32 -3.18 -2.13  0.680
C -2.05 -3.72 -3.37  -1.698
P -1.30 -1.34 -2.08  0.400
C -0.67 -0.84 -3.74  -2.213
N -0.31 0.55 -3.78  0.953
Ge 0.24 1.49 -2.22  -0.345
N -0.92 2.98 -1.31  0.811
C -1.09 3.00 0.13  -3.103
P 0.36 2.20 0.94  1.106
C 1.75 3.42 0.59  2.194
C 1.26 4.83 0.25  -1.787
C 2.77 3.54 1.73  -2.279
C 0.12 2.35 2.77  0.987
C 0.17 1.01 3.50  -1.630
C -1.07 3.23 3.17  -1.610
C -1.78 3.63 -2.10  0.803
C -3.01 4.19 -1.67  -0.622
C -3.90 4.66 -2.61  -0.925
C -3.59 4.58 -3.98  -1.023
C -2.37 4.08 -4.42  -0.458
C -1.45 3.65 -3.49  -0.675
N -0.14 3.19 -3.78  1.548
C 0.03 2.53 -5.06  -0.071
C 0.32 3.21 -6.23  -0.383
C 0.44 2.49 -7.41  -1.092
C 0.28 1.12 -7.40  -0.979
C 0.03 0.43 -6.22  -0.854
C -0.09 1.14 -5.02  0.603
C 0.92 4.12 -3.45  -0.029
C 0.86 5.47 -3.74  -0.099
C 1.97 6.27 -3.50  -1.185
C 3.13 5.69 -3.01  -0.899
C 3.18 4.34 -2.69  -0.681
C 2.06 3.54 -2.88  0.332
N 1.96 2.20 -2.51  0.481
C 3.13 1.53 -2.01  -2.301
P 2.69 -0.07 -1.21  0.436
C 2.74 -1.37 -2.54  3.805
C 3.40 -2.67 -2.08  -1.663
C 3.30 -0.88 -3.88  -1.659
C 4.13 -0.38 -0.11  0.269
C 5.47 -0.17 -0.81  -1.623
C 4.05 0.48 1.15  -0.923
C -3.08 -0.86 -2.21  0.629
C -3.97 -1.70 -1.29  -2.054
C -3.30 0.64 -2.02  -1.167
H -0.02 -4.87 -1.86  0.544
H 0.65 -3.39 -1.20  -0.136
H 0.63 -3.66 -2.96  0.303
H -1.88 -3.45 -1.23  0.387
H -1.49 -3.49 -4.28  0.291
H -3.06 -3.35 -3.48  0.390
H -2.10 -4.81 -3.30  0.493
H -1.49 -1.03 -4.45  1.334
H 0.15 -1.51 -4.04  0.863
H -1.98 2.44 0.43  0.819
H -1.21 4.03 0.47  1.044
H 2.27 3.01 -0.27  -0.709
H 0.75 5.28 1.10  0.271
H 0.62 4.88 -0.63  0.147
H 2.13 5.45 0.03  0.491
H 2.38 4.16 2.54  0.627
H 3.66 4.04 1.35  0.374
H 3.08 2.58 2.15  0.505
H 1.01 2.89 3.08  0.823
H -0.69 0.39 3.26  0.172
H 0.16 1.18 4.58  0.598
H 1.07 0.45 3.26  0.237
H -2.01 2.83 2.81  0.091
H -0.96 4.25 2.79  0.400
H -1.12 3.30 4.25  0.436
H -3.26 4.22 -0.62  0.580
H -4.85 5.07 -2.30  0.487
H -4.31 4.94 -4.70  0.494
H -2.14 4.05 -5.47  0.620
H 0.45 4.28 -6.21  0.562
H 0.66 3.01 -8.34  0.475
H 0.37 0.56 -8.32  0.434
H -0.07 -0.64 -6.24  0.516
H -0.05 5.89 -4.16  0.557
H 1.94 7.33 -3.73  0.478
H 4.01 6.30 -2.85  0.450
H 4.10 3.92 -2.30  0.487
H 3.65 2.11 -1.23  0.860
H 3.86 1.37 -2.81  1.155
H 1.68 -1.60 -2.70  -2.639
H 4.48 -2.56 -1.98  0.450
H 3.22 -3.44 -2.82  0.464
H 3.01 -3.03 -1.12  0.394
H 4.35 -0.62 -3.80  0.273
H 2.75 -0.01 -4.25  0.260
H 3.21 -1.68 -4.62  0.443
H 4.03 -1.42 0.18  0.914
H 5.63 0.89 -1.04  0.284
H 5.56 -0.72 -1.75  0.329
H 6.28 -0.49 -0.16  0.461
H 4.28 1.53 0.93  0.318
H 4.78 0.14 1.88  0.565
H 3.06 0.43 1.62  -0.278
H -3.33 -1.10 -3.25  1.141
H -3.61 -1.66 -0.27  0.300
H -4.01 -2.74 -1.60  0.346
H -4.99 -1.31 -1.32  0.750
H -3.02 0.96 -1.01  -0.050
H -4.36 0.87 -2.15  0.708
H -2.73 1.22 -2.75  -0.022
Cl 1.16 -1.80 1.05  -0.577
Ge -0.18 -4.67 1.50  0.654
Cl 1.85 -5.35 1.04  -0.323
Cl -0.01 -4.44 3.65  -0.330
C -4.93 0.21 1.58  -1.820
C -3.66 0.10 2.41  1.934
C -3.84 0.87 3.71  -2.026
O -2.59 0.73 1.63  -0.158
B -1.75 -0.24 1.15  1.816
O -2.10 -1.49 1.58  -0.347
C -3.15 -1.37 2.61  1.075
C -2.47 -1.64 3.94  -1.329
C -4.20 -2.44 2.38  -1.836
H -5.13 1.27 1.39  0.488
H -5.78 -0.21 2.11  0.470
H -4.83 -0.30 0.62  0.101
H -4.20 1.88 3.49  0.463
H -2.92 0.94 4.28  0.329
H -4.59 0.39 4.33  0.426
H -1.67 -0.94 4.17  -0.034
H -2.03 -2.64 3.92  0.269
H -3.19 -1.62 4.76  0.477
H -4.69 -2.36 1.41  0.340
H -4.96 -2.38 3.16  0.406
H -3.73 -3.42 2.45  0.412

Calculated values
ΔE to the lowest compared entry with this formula, charge and spin in kJ/mol: 19.7
Frontier orbital gap (alpha / beta) in eV: 6.53 / 5.04
2S+1: 2
Expectation value of S²: 0.784
Lowest unoccupied orbital energy (alpha / beta) in eV: -6.025 / -7.568
Total charge: +2

Entry 3:
The following is a quantum chemistry calculation of an isolated molecule of C5H12O2, from the OMol25 dataset.

Last column: Mulliken charge in e.
Atoms and positions in Å:
C 2.37 0.37 1.15  -1.227
C 0.93 0.71 0.77  -0.502
C 0.23 -0.43 0.04  0.122
O 0.30 -1.57 0.86  -0.577
C -1.24 -0.07 -0.30  0.427
C -1.40 0.38 -1.74  -1.428
O -2.03 -1.23 -0.07  -0.642
H 2.38 -0.56 1.72  0.304
H 3.00 0.23 0.27  0.299
H 2.81 1.16 1.76  0.362
H 0.35 0.93 1.67  0.332
H 0.90 1.61 0.14  0.287
H 0.76 -0.64 -0.91  0.188
H -0.50 -2.09 0.69  0.326
H -1.57 0.73 0.39  0.315
H -1.15 -0.45 -2.41  0.359
H -2.43 0.69 -1.95  0.403
H -0.75 1.23 -1.98  0.315
H -2.96 -0.99 -0.09  0.334

Calculated values
ΔE to the lowest compared entry with this formula, charge and spin in kJ/mol: 63.2
SMILES: CC[C@@H](O)[C@@H](C)O
Frontier orbital gap in eV: 10.62
Lowest unoccupied orbital energy in eV: 0.754

Entry 4:
The following is a quantum chemistry calculation of a cluster of 2 separate species, C6H9NO in total in a non-equilibrium geometry, from the OMol25 dataset.

Last column: Mulliken charge in e.
Atoms and positions in Å:
C -3.05 1.31 -0.14  -0.954
C -2.43 0.17 0.04  -0.047
C -1.91 -0.98 0.08  0.909
N -1.40 -2.07 0.36  -0.654
H -3.32 1.66 -1.12  0.245
H -3.30 1.95 0.69  0.245
H -1.19 -2.70 -0.41  0.262
C 2.10 -0.56 -0.97  -1.141
C 1.09 0.25 -0.20  0.858
C 1.51 0.63 1.19  -1.169
O 0.02 0.54 -0.65  -0.525
H 1.93 -0.45 -2.04  0.326
H 3.12 -0.28 -0.73  0.372
H 1.97 -1.61 -0.71  0.279
H 2.48 1.14 1.18  0.393
H 1.62 -0.27 1.79  0.301
H 0.76 1.27 1.65  0.300

Calculated values
ΔE to the lowest compared entry with this formula, charge and spin in kJ/mol: 303.3
SMILES: C=C=C=N.CC(C)=O
Frontier orbital gap in eV: 8.76
Lowest unoccupied orbital energy in eV: 0.324

Entry 5:
The following is a quantum chemistry calculation of a cluster of 7 separate species, C7H28N14O7 in total in a non-equilibrium geometry, from the OMol25 dataset.

Last column: Mulliken charge in e.
Atoms and positions in Å:
N -3.98 3.66 0.79  -0.204
C -4.07 4.83 1.45  0.459
N -3.06 5.10 2.32  -0.287
O -5.04 5.58 1.36  -0.703
H -4.58 3.49 0.00  0.194
H -3.17 3.06 0.89  0.260
H -3.01 5.97 2.81  0.182
H -2.49 4.29 2.50  0.212
N 2.63 -2.86 -6.16  -0.366
C 1.93 -3.85 -5.55  0.593
N 1.44 -3.54 -4.35  -0.311
O 1.82 -4.98 -6.04  -0.639
H 2.99 -3.00 -7.09  0.210
H 2.66 -1.93 -5.79  0.161
H 0.86 -4.25 -3.94  0.210
H 1.42 -2.58 -4.06  0.143
N -0.38 3.21 -2.36  -0.398
C -1.65 2.76 -2.60  0.348
N -1.68 1.67 -3.43  -0.322
O -2.61 3.28 -2.06  -0.608
H -0.42 4.02 -1.75  0.230
H 0.27 3.35 -3.12  0.212
H -0.79 1.36 -3.75  0.213
H -2.62 1.43 -3.71  0.225
N -2.95 1.30 3.68  -0.432
C -1.90 2.02 3.29  0.797
N -1.02 2.28 4.30  -0.416
O -1.78 2.34 2.09  -0.914
H -3.00 1.01 4.64  0.154
H -3.78 1.38 3.12  0.255
H -0.16 2.76 4.09  0.250
H -1.11 2.02 5.26  0.153
N -0.83 0.43 -0.20  0.120
C -0.59 -0.89 -0.32  0.498
N 0.09 -1.18 -1.48  -0.329
O -0.79 -1.77 0.52  -0.644
H -0.65 1.07 -0.95  0.023
H -1.36 0.81 0.56  0.112
H 0.48 -2.10 -1.36  0.178
H 0.48 -0.42 -2.00  0.147
N 3.15 -0.13 3.51  -0.414
C 2.32 0.13 2.48  0.535
N 1.60 -0.96 2.10  -0.179
O 2.31 1.20 1.87  -0.664
H 3.24 -0.98 4.03  0.190
H 3.54 0.70 3.92  0.239
H 1.41 -1.76 2.67  0.213
H 0.93 -0.71 1.39  0.104
N 3.78 -5.69 1.02  -0.437
C 2.80 -4.77 1.28  0.591
N 2.37 -4.07 0.20  -0.279
O 2.26 -4.75 2.38  -0.649
H 4.25 -5.51 0.15  0.187
H 4.13 -6.18 1.82  0.246
H 2.70 -4.18 -0.74  0.159
H 1.60 -3.44 0.37  0.189

Calculated values
ΔE to the lowest compared entry with this formula, charge and spin in kJ/mol: 145.2
SMILES: NC(N)=O.NC(N)=O.NC(N)=O.NC(N)=O.NC(N)=O.NC(N)=O.NC(N)=O
Frontier orbital gap in eV: 8.61
Lowest unoccupied orbital energy in eV: -0.314

Entry 6:
The following is a quantum chemistry calculation of a cluster of 3 separate species, C5H15N3 in total in a non-equilibrium geometry, from the OMol25 dataset.

Last column: Mulliken charge in e.
Atoms and positions in Å:
C 2.13 -0.48 -0.90  -1.120
C 0.80 -0.23 -1.02  0.662
N -0.04 -1.07 -1.76  -0.568
H 2.79 0.20 -0.39  0.282
H 2.56 -1.35 -1.36  0.239
H 0.40 0.85 -1.22  -0.121
H 0.13 -2.05 -1.59  0.254
H -1.02 -0.84 -1.66  0.261
C -1.09 2.08 -1.09  -0.369
N -2.05 1.47 -0.48  -0.561
H -0.45 2.71 -0.49  0.343
H -1.11 2.34 -2.15  0.305
H -2.75 1.07 -1.12  0.210
C 0.62 0.51 1.80  -1.099
N -0.18 -0.25 0.85  -0.023
C -0.49 -1.58 1.36  -1.070
H 1.57 0.00 1.96  0.405
H 0.12 0.63 2.77  0.360
H 0.82 1.50 1.39  0.253
H -1.06 0.29 0.66  0.330
H -1.21 -2.06 0.70  0.325
H 0.43 -2.17 1.38  0.337
H -0.93 -1.55 2.36  0.366

Calculated values
ΔE to the lowest compared entry with this formula, charge and spin in kJ/mol: 392.1
SMILES: C=CN.C=N.CNC
Frontier orbital gap in eV: 7.40
Lowest unoccupied orbital energy in eV: 0.631

Entry 7:
The following is a quantum chemistry calculation of a structure of composition C22H23AsBCl2F10FeNO4PS3, from the OMol25 dataset.

Last column: Mulliken charge in e.
Atoms and positions in Å:
Fe -0.50 1.07 0.35  1.801
S -4.98 1.59 -0.27  -0.342
C -4.26 1.45 -1.82  -0.644
C -2.92 1.24 -1.76  -0.292
C -2.42 1.19 -0.43  -0.438
C -3.44 1.37 0.47  0.570
C -3.18 1.45 1.89  1.353
C -4.14 1.68 2.88  -1.061
C -3.74 1.74 4.20  -0.444
C -2.40 1.56 4.51  -0.886
C -1.51 1.35 3.48  -0.255
N -1.89 1.29 2.21  0.508
H -4.87 1.51 -2.71  0.469
H -2.31 1.10 -2.64  0.358
H -5.17 1.83 2.59  0.387
H -4.47 1.93 4.98  0.389
H -2.05 1.60 5.53  0.418
H -0.46 1.22 3.67  0.155
Cl 4.52 -1.30 5.31  -0.282
C 3.23 -1.00 4.17  0.143
C 2.41 -2.06 3.78  -0.559
C 1.40 -1.85 2.88  0.549
Cl 0.40 -3.18 2.40  -0.222
C 1.13 -0.57 2.31  -0.327
O 0.19 -0.43 1.46  -0.793
C 1.96 0.48 2.78  1.360
C 1.71 1.85 2.35  -0.891
O 0.73 2.22 1.74  -0.071
C 3.01 0.26 3.68  -0.967
H 2.58 -3.06 4.17  0.444
H 2.45 2.61 2.65  0.219
H 3.63 1.09 3.98  0.432
F -1.07 3.42 0.21  -0.544
As -1.56 4.95 0.97  2.115
F -2.07 6.44 1.73  -0.539
F -3.22 4.45 0.84  -0.483
F -1.66 5.69 -0.59  -0.518
F -1.48 4.18 2.53  -0.465
F 0.09 5.42 1.12  -0.503
F 1.03 1.85 -0.77  -0.425
B 2.51 1.97 -0.70  -0.043
F 3.01 1.86 -1.99  -0.336
F 2.94 0.92 0.12  -0.335
F 2.81 3.19 -0.11  -0.346
C 3.04 -1.77 -2.36  -0.737
C 2.68 -1.04 -3.63  0.657
C 3.04 -1.84 -4.87  -1.492
O 1.29 -0.63 -3.77  -0.418
P -0.04 -1.29 -3.20  0.725
S -1.49 -0.80 -4.41  -0.575
S -0.18 -0.99 -1.19  -0.302
O 0.35 -2.86 -3.36  -0.395
C -0.31 -4.02 -2.82  0.403
C -1.81 -3.87 -2.64  -1.349
C 0.38 -4.44 -1.54  -1.038
H 4.12 -1.94 -2.37  0.530
H 2.53 -2.74 -2.30  -0.053
H 2.79 -1.19 -1.47  -0.053
H 3.21 -0.08 -3.64  0.350
H 2.52 -2.80 -4.87  0.209
H 4.12 -2.02 -4.90  0.448
H 2.76 -1.29 -5.77  0.337
H -0.13 -4.78 -3.59  0.246
H -2.04 -3.14 -1.87  0.233
H -2.22 -4.84 -2.35  0.489
H -2.28 -3.54 -3.57  0.341
H 0.25 -3.69 -0.76  0.029
H 1.45 -4.58 -1.70  0.246
H -0.03 -5.39 -1.19  0.511

Calculated values
ΔE to the lowest compared entry with this formula, charge and spin in kJ/mol: 34.1
Frontier orbital gap (alpha / beta) in eV: 6.72 / 6.72
2S+1: 6
Expectation value of S²: 8.760
Lowest unoccupied orbital energy (alpha / beta) in eV: 3.838 / 3.837
Total charge: -2

Entry 8:
The following is a quantum chemistry calculation of a structure of composition C9H11CuInN2O3 in a non-equilibrium geometry, from the OMol25 dataset.

Last column: Mulliken charge in e.
Atoms and positions in Å:
Cu 0.45 -2.94 -3.05  0.909
In -4.02 -2.66 2.09  0.970
O -1.70 -1.56 0.66  -0.341
C -1.66 -2.10 -0.52  0.860
O -0.57 -2.41 -1.03  -0.432
O -2.74 -2.42 -1.06  -0.151
H -0.75 -1.53 0.81  0.250
N -0.51 1.64 -2.37  0.099
C -0.86 1.50 -1.08  -0.021
C -0.41 2.64 -0.38  -0.264
C 0.14 3.50 -1.29  -0.360
C 0.08 2.91 -2.58  0.056
H -0.49 0.94 -3.10  0.289
H -1.41 0.64 -0.75  0.626
H -0.64 2.87 0.65  0.496
H 0.55 4.47 -1.03  0.516
H 0.46 3.16 -3.55  0.464
N 1.73 -1.35 0.87  0.143
C 1.84 -0.02 1.07  -0.189
C 1.37 0.15 2.33  -0.363
C 0.84 -1.06 2.83  -0.129
C 1.20 -2.05 1.89  -0.687
H 2.05 -1.87 0.07  0.196
H 2.22 0.62 0.28  0.601
H 1.28 1.15 2.73  0.523
H 0.41 -1.10 3.83  0.515
H 1.14 -3.11 1.69  0.423

Calculated values
Frontier orbital gap (alpha / beta) in eV: 3.65 / 3.67
2S+1: 3
Expectation value of S²: 2.020
Lowest unoccupied orbital energy (alpha / beta) in eV: -22.837 / -22.764
Total charge: +5

Number 1: E_tot -46548.2736 eV. Number 2: E_tot -260141.1911 eV. Number 3: E_tot -9474.4805 eV. Number 4: E_tot -9902.4606 eV. Number 5: E_tot -42913.6997 eV. Number 6: E_tot -9895.0872 eV. Number 7: E_tot -222800.5547 eV. Number 8: E_tot -68374.4344 eV.